{
  "formula": "C40H25BiN9",
  "method": "ωB97M-V/def2-TZVPD",
  "lumo_energy_ev": [0.486, 0.683],
  "homo_lumo_gap_ev": [3.0, 3.2],
  "homo_ev": [-2.492, -2.487],
  "largest_force_ev_per_a": 4.1,
  "total_charge": -1,
  "e_above_lowest_ev": 0.046,
  "symbols": ["Bi", "C", "C", "C", "C", "C", "N", "C", "C", "C", "C", "C", "C", "C", "C", "N", "C", "N", "C", "N", "C", "N", "C", "N", "C", "N", "C", "C", "C", "C", "C", "C", "C", "C", "C", "C", "C", "C", "C", "C", "N", "H", "H", "H", "H", "H", "H", "H", "H", "H", "H", "H", "H", "H", "H", "H", "H", "C", "C", "C", "C", "C", "C", "C", "C", "N", "H", "H", "H", "H", "H", "H", "H", "H", "H"],
  "xyz": [[-0.166, -0.446, -0.106], [-0.382, 3.063, 5.934], [-1.436, 3.788, 5.285], [-1.637, 3.662, 3.948], [-0.998, 2.620, 3.246], [-1.112, 2.107, 1.872], [-1.900, 2.666, 0.923], [-1.658, 2.435, -0.392], [-2.372, 3.126, -1.456], [-3.598, 3.879, -1.523], [-4.172, 4.243, -2.758], [-3.724, 3.651, -3.939], [-2.537, 2.830, -3.866], [-1.917, 2.558, -2.658], [-0.832, 1.673, -2.375], [-0.075, 1.223, -3.311], [1.077, 0.539, -3.092], [1.343, -0.326, -2.081], [2.689, -0.658, -2.171], [3.378, -1.284, -1.229], [3.225, -1.128, 0.054], [2.299, -0.201, 0.632], [2.300, -0.418, 2.021], [1.655, 0.282, 3.040], [0.559, 0.887, 2.812], [-0.301, 0.970, 1.737], [0.022, 1.830, 3.832], [0.330, 2.126, 5.209], [3.337, -1.285, 2.338], [3.896, -1.578, 3.622], [5.032, -2.402, 3.710], [5.658, -2.770, 2.517], [5.128, -2.538, 1.217], [3.952, -1.761, 1.141], [3.151, -0.403, -3.604], [4.241, -0.838, -4.329], [4.384, -0.337, -5.647], [3.385, 0.467, -6.196], [2.292, 0.836, -5.490], [2.114, 0.373, -4.197], [-0.755, 1.553, -0.984], [-0.216, 3.124, 7.037], [-2.039, 4.498, 5.836], [-2.314, 4.426, 3.446], [-4.065, 4.242, -0.600], [-5.064, 4.929, -2.745], [-4.133, 4.018, -4.898], [-2.092, 2.425, -4.763], [1.101, 1.558, 5.713], [3.255, -1.266, 4.497], [5.467, -2.844, 4.618], [6.631, -3.282, 2.519], [5.611, -2.864, 0.306], [4.983, -1.497, -3.844], [5.210, -0.561, -6.344], [3.633, 0.968, -7.104], [1.528, 1.408, -5.960], [-3.238, -0.752, 1.958], [-3.226, -2.098, 1.326], [-3.437, -3.198, 2.173], [-3.391, -4.528, 1.652], [-3.273, -4.746, 0.281], [-2.909, -3.742, -0.654], [-2.374, -3.943, -2.022], [-2.787, -2.307, -0.084], [-2.109, -1.461, -0.782], [-2.325, -0.605, 2.521], [-4.065, -0.603, 2.627], [-3.318, 0.057, 1.139], [-3.497, -3.045, 3.266], [-3.417, -5.374, 2.305], [-3.365, -5.823, -0.159], [-1.321, -3.887, -1.961], [-2.772, -3.270, -2.710], [-2.549, -4.976, -2.275]],
  "lowdin_charge": [1.8166, -0.0824, -0.1031, -0.0429, -0.0962, -0.2504, 0.1868, -0.2562, -0.0783, -0.0069, -0.1127, -0.0720, 0.0022, -0.1379, -0.3232, 0.1943, -0.2415, 0.0060, -0.2429, 0.1767, -0.2987, 0.0042, -0.2987, 0.1958, -0.3348, -0.0563, -0.0609, -0.0256, -0.1495, -0.0066, -0.1011, -0.1083, -0.0073, -0.1008, -0.0961, -0.0235, -0.0767, -0.1162, -0.0456, -0.0719, -0.0194, 0.1085, 0.0937, 0.1344, 0.1048, 0.1105, 0.1005, 0.1018, 0.0997, 0.1188, 0.1000, 0.0946, 0.1011, 0.1160, 0.1026, 0.0928, 0.1044, -0.1228, -0.2751, -0.1039, -0.1800, -0.1295, -0.2303, -0.1106, -0.4430, -0.2248, 0.0453, 0.0569, 0.0818, 0.0960, 0.0536, 0.1115, 0.0505, 0.0438, 0.0585]
}

=====

{
  "formula": "C40H25I2N5O3S4Ti",
  "method": "ωB97M-V/def2-TZVPD",
  "lumo_energy_ev": -0.467,
  "homo_lumo_gap_ev": 6.8,
  "homo_ev": -7.243,
  "largest_force_ev_per_a": 2.2,
  "e_above_lowest_ev": 0.674,
  "symbols": ["Ti", "C", "C", "N", "C", "C", "C", "C", "C", "C", "C", "N", "C", "C", "C", "C", "C", "C", "C", "C", "N", "C", "H", "H", "H", "H", "H", "H", "H", "H", "H", "H", "H", "H", "I", "C", "C", "C", "I", "C", "C", "C", "C", "N", "C", "C", "O", "H", "H", "H", "H", "O", "S", "N", "O", "C", "C", "C", "C", "C", "S", "C", "C", "C", "C", "S", "C", "C", "C", "C", "S", "H", "H", "H", "H", "H", "H", "H", "H", "H"],
  "xyz": [[-1.089, -0.837, 0.142], [-2.149, 0.042, 4.542], [-2.337, -0.384, 3.215], [-1.353, -0.822, 2.462], [-0.107, -0.888, 3.000], [0.190, -0.424, 4.298], [-0.892, 0.041, 5.076], [1.533, -0.391, 4.730], [2.521, -0.787, 3.871], [2.230, -1.297, 2.595], [0.921, -1.406, 2.149], [0.452, -1.880, 0.955], [1.069, -2.815, 0.174], [2.130, -3.637, 0.528], [2.645, -4.586, -0.365], [2.102, -4.774, -1.607], [0.962, -4.031, -1.978], [0.239, -4.268, -3.166], [-0.916, -3.577, -3.406], [-1.338, -2.613, -2.483], [-0.657, -2.328, -1.398], [0.458, -3.040, -1.103], [-3.001, 0.387, 5.110], [-3.315, -0.333, 2.758], [-0.709, 0.406, 6.079], [1.760, -0.035, 5.727], [3.557, -0.720, 4.179], [3.047, -1.587, 1.950], [2.548, -3.568, 1.521], [3.488, -5.188, -0.048], [2.507, -5.507, -2.292], [0.591, -5.022, -3.859], [-1.510, -3.765, -4.289], [-2.260, -2.070, -2.645], [-5.141, 1.334, -1.761], [-3.920, 2.196, -0.298], [-4.222, 3.443, 0.252], [-3.381, 4.012, 1.172], [-3.899, 5.890, 1.974], [-2.187, 3.371, 1.562], [-1.204, 3.905, 2.424], [-0.041, 3.219, 2.636], [0.138, 1.962, 2.035], [-0.777, 1.404, 1.284], [-1.912, 2.092, 1.013], [-2.797, 1.470, 0.076], [-2.514, 0.296, -0.411], [-5.117, 3.964, -0.058], [-1.357, 4.870, 2.887], [0.746, 3.626, 3.256], [1.061, 1.408, 2.177], [-4.525, -0.840, 1.089], [-3.985, -2.056, 0.469], [-2.514, -2.183, 0.305], [0.045, 0.095, -0.836], [0.796, 0.762, -1.818], [1.392, 2.022, -1.186], [2.620, 2.212, -0.628], [2.772, 3.493, -0.030], [1.653, 4.254, -0.145], [0.413, 3.436, -1.002], [1.918, -0.186, -2.238], [2.772, -0.832, -1.395], [3.671, -1.702, -2.064], [3.474, -1.711, -3.408], [2.203, -0.658, -3.872], [-0.059, 1.173, -3.017], [-1.336, 0.811, -3.310], [-1.813, 1.368, -4.529], [-0.885, 2.144, -5.142], [0.563, 2.242, -4.229], [3.402, 1.468, -0.644], [3.679, 3.822, 0.456], [1.484, 5.263, 0.197], [2.749, -0.688, -0.324], [4.419, -2.297, -1.560], [4.007, -2.273, -4.158], [-1.932, 0.209, -2.650], [-2.807, 1.191, -4.914], [-0.971, 2.701, -6.061]],
  "lowdin_charge": [1.0664, -0.0204, -0.0858, 0.0556, -0.1735, -0.1665, 0.0034, -0.0484, -0.0760, -0.0262, -0.2135, -0.0207, -0.2143, -0.0167, -0.0805, -0.0517, -0.1495, 0.0073, -0.0261, -0.0938, 0.0264, -0.1367, 0.1113, 0.0900, 0.1210, 0.1103, 0.1070, 0.1010, 0.1002, 0.1076, 0.1116, 0.1217, 0.1106, 0.1208, 0.9467, -0.6012, -0.2123, -0.6500, 0.8899, -0.2182, -0.0420, -0.0346, -0.1138, 0.0850, -0.1679, -0.4027, -0.2849, 0.0817, 0.0626, 0.1142, 0.1257, -0.5507, 0.8039, -0.4704, -0.2447, -0.4962, -0.4378, -0.1073, -0.1749, -0.3945, 1.0864, -0.4377, -0.1432, -0.1755, -0.4012, 1.0583, -0.5041, -0.1167, -0.1709, -0.3956, 1.0244, 0.1060, 0.1013, 0.0707, 0.1102, 0.1063, 0.0655, 0.0727, 0.0995, 0.0657]
}

=====

{
  "formula": "C40H26BrNO6P2S",
  "method": "ωB97M-V/def2-TZVPD",
  "lumo_energy_ev": -1.384,
  "smiles": "O=[PH2]c1ccc2c(c1)Sc1cc([PH2]=O)c(Br)cc1N2.O=C1c2ccccc2C(=O)c2ccccc21.O=C1c2ccccc2C(=O)c2ccccc21",
  "homo_lumo_gap_ev": 7.3,
  "homo_ev": -8.730,
  "largest_force_ev_per_a": 4.8,
  "symbols": ["O", "P", "C", "C", "C", "C", "C", "C", "S", "C", "C", "C", "P", "O", "C", "Br", "C", "C", "N", "H", "H", "H", "H", "H", "H", "H", "H", "H", "H", "O", "C", "C", "C", "C", "C", "C", "C", "C", "O", "C", "C", "C", "C", "C", "C", "H", "H", "H", "H", "H", "H", "H", "H", "O", "C", "C", "C", "C", "C", "C", "C", "C", "O", "C", "C", "C", "C", "C", "C", "H", "H", "H", "H", "H", "H", "H", "H"],
  "xyz": [[4.001, 6.035, 0.923], [2.844, 6.172, -0.108], [3.272, 5.020, -1.561], [3.174, 3.463, -1.411], [3.565, 2.509, -2.595], [4.059, 3.198, -3.919], [4.116, 4.767, -4.066], [3.723, 5.706, -2.903], [4.728, 5.358, -5.733], [6.089, 4.121, -6.078], [7.435, 4.520, -6.750], [8.511, 3.383, -6.938], [10.163, 3.833, -7.739], [11.226, 3.859, -6.616], [8.213, 1.919, -6.456], [9.507, 0.423, -6.628], [6.827, 1.540, -5.821], [5.750, 2.647, -5.626], [4.440, 2.277, -5.018], [1.548, 5.922, 0.446], [2.839, 7.547, -0.574], [2.837, 2.958, -0.433], [3.516, 1.362, -2.495], [3.784, 6.833, -3.041], [7.658, 5.598, -7.091], [10.158, 5.168, -8.311], [10.506, 2.939, -8.830], [6.586, 0.486, -5.462], [3.714, 2.421, -5.755], [-4.031, 0.170, 2.247], [-3.152, 0.466, 1.453], [-2.254, 1.612, 1.719], [-2.402, 2.347, 2.897], [-1.537, 3.400, 3.172], [-0.522, 3.723, 2.275], [-0.383, 3.004, 1.092], [-1.253, 1.951, 0.809], [-1.107, 1.204, -0.461], [-0.267, 1.536, -1.280], [-1.992, 0.046, -0.717], [-1.841, -0.689, -1.893], [-2.645, -1.799, -2.128], [-3.601, -2.179, -1.188], [-3.764, -1.441, -0.021], [-2.962, -0.322, 0.215], [-3.188, 2.096, 3.602], [-1.651, 3.967, 4.090], [0.161, 4.537, 2.496], [0.407, 3.264, 0.394], [-1.095, -0.401, -2.627], [-2.524, -2.372, -3.042], [-4.222, -3.052, -1.367], [-4.513, -1.741, 0.705], [-2.849, -4.310, 6.203], [-3.721, -4.842, 5.536], [-3.968, -6.298, 5.647], [-3.211, -7.061, 6.537], [-3.463, -8.421, 6.675], [-4.473, -9.024, 5.928], [-5.218, -8.270, 5.028], [-4.963, -6.906, 4.881], [-5.749, -6.116, 3.907], [-6.581, -6.658, 3.199], [-5.516, -4.658, 3.811], [-6.276, -3.895, 2.922], [-6.087, -2.519, 2.848], [-5.140, -1.900, 3.661], [-4.371, -2.659, 4.538], [-4.553, -4.041, 4.611], [-2.426, -6.596, 7.125], [-2.876, -9.012, 7.371], [-4.678, -10.083, 6.046], [-6.000, -8.746, 4.445], [-7.019, -4.371, 2.290], [-6.682, -1.928, 2.159], [-5.001, -0.830, 3.611], [-3.632, -2.170, 5.166]],
  "lowdin_charge": [-0.5099, 0.7111, -0.2861, -0.0459, 0.0275, -0.1991, -0.3947, -0.0659, 0.8645, -0.3911, -0.0575, -0.3109, 0.6821, -0.5084, -0.5717, 0.6318, -0.0191, -0.1923, -0.0215, -0.0100, 0.0155, 0.0979, 0.1100, 0.0934, 0.1040, 0.0167, 0.0115, 0.1019, 0.1323, 0.0692, -0.2494, -0.0782, 0.0076, -0.0510, -0.0543, 0.0004, -0.0810, -0.2773, 0.0951, -0.0830, 0.0045, -0.0531, -0.0487, 0.0152, -0.0746, 0.1223, 0.1103, 0.1033, 0.0980, 0.1211, 0.1090, 0.1105, 0.1026, 0.1013, -0.2802, -0.0845, 0.0020, -0.0589, -0.0588, 0.0015, -0.0852, -0.2818, 0.0978, -0.0877, 0.0026, -0.0634, -0.0619, 0.0170, -0.0841, 0.1208, 0.1071, 0.1070, 0.1207, 0.1198, 0.1119, 0.0801, 0.1226]
}

=====

no.,energy (eV)
1,-61134.0936
2,-138140.2267
3,-155124.5376